Below is a structure of composition C4H7NO, with properties calculated with wB97M-V/def2-TZVPD.

Geometry as XYZ:
```
13
Properties=species:S:1:pos:R:3:forces:R:3:mulliken_charge:R:1
N -1.28083 -1.21604 -0.14707 -1.65 1.13 0.38 -0.527
C -1.49762 -0.10219 0.50412 1.03 -2.29 0.33 0.033
C -0.84352 1.09779 0.06776 2.84 0.04 -1.13 -0.639
H -1.64017 -2.05092 0.30286 -0.07 0.08 0.30 0.216
H 0.08993 -1.19100 -0.51820 2.65 1.73 -0.94 0.375
H -1.86993 -0.11804 1.53037 -0.42 -0.06 -0.10 0.299
H -0.95541 1.94796 0.73293 -0.05 -0.03 -0.08 0.338
H -1.05790 1.34402 -0.96789 -0.20 0.20 0.06 0.239
O 2.37726 -1.06374 -0.79399 0.57 0.43 0.17 -0.472
C 1.22483 -0.40599 -0.55685 -2.43 -3.20 0.15 0.191
C 0.90479 0.74855 -0.08398 -2.71 1.74 1.35 -0.681
H 3.12935 -0.51676 -0.51950 -0.03 -0.06 -0.14 0.305
H 1.41922 1.52635 0.44942 0.47 0.28 -0.37 0.324
```
Forces are in eV/Å.

Calculated values
- LUMO level (eV) = 0.6
- energy relative to the best compared isomer or geometry (same formula, charge and spin) (eV) = 4.293
- total charge = 0
- electronic energy (eV) = -7795.35165
- orbital gap (eV) = 9.1



Below is an isolated molecule of C5H13NS, with properties calculated with wB97M-V/def2-TZVPD.

Geometry as XYZ:
```
20
Properties=species:S:1:pos:R:3:forces:R:3:mulliken_charge:R:1
C -2.28206 -1.90815 -1.27922 0.41 0.26 0.04 -1.203
C -1.32056 -0.93529 -1.95497 -0.61 -0.45 -0.42 -0.260
N -0.96755 0.17071 -1.08589 0.23 0.35 -0.29 -0.338
C 0.07248 -0.08769 -0.09375 -0.29 0.18 0.57 0.437
C 1.42823 -0.39007 -0.69967 -0.22 -0.38 -0.43 -1.459
C 0.03626 1.10673 0.87349 0.61 -0.33 -0.01 -0.986
S 1.33311 1.04927 2.16926 -0.25 0.16 -0.12 -0.236
H -1.76974 -2.38551 -0.45151 0.02 -0.35 0.15 0.294
H -3.11883 -1.36449 -0.84704 -0.23 -0.05 -0.20 0.308
H -2.59984 -2.66667 -1.99960 -0.12 0.05 0.23 0.383
H -1.82739 -0.53886 -2.84221 0.12 0.17 0.15 0.381
H -0.47589 -1.52170 -2.34200 0.18 0.18 0.07 0.230
H -0.65430 0.95346 -1.66016 -0.13 -0.14 0.15 0.296
H -0.24346 -0.94414 0.51222 0.03 -0.09 -0.16 0.114
H 1.35527 -1.33865 -1.22556 0.06 -0.14 -0.14 0.363
H 1.69623 0.34970 -1.45624 0.17 0.21 0.17 0.315
H 2.20993 -0.52112 0.03501 0.17 0.23 0.19 0.466
H 0.15949 2.04394 0.33496 -0.13 0.07 -0.02 0.398
H -0.91556 1.10538 1.38806 -0.20 0.14 -0.02 0.378
H 2.16622 1.87823 1.53318 0.16 -0.06 0.08 0.118
```
Forces are in eV/Å.

Calculated values
- LUMO level (eV) = 0.9
- energy relative to the best compared isomer or geometry (same formula, charge and spin) (eV) = 0.264
- SMILES = CCN[C@@H](C)CS
- total charge = 0
- electronic energy (eV) = -17720.98651
- orbital gap (eV) = 9.8



Below is a structure of composition C13H10Br4N6O2Pd, with properties calculated with wB97M-V/def2-TZVPD.

Geometry as XYZ:
```
36
Properties=species:S:1:pos:R:3:forces:R:3:mulliken_spin:R:1
Pd 0.94812 0.63319 0.47079 0.35 0.13 0.19 1.493
Br 4.53010 4.00877 -4.61090 0.09 0.05 -0.09 0.049
C 3.18472 3.46810 -3.46695 0.00 -0.24 0.18 0.121
C 1.98159 4.15692 -3.40869 -0.20 -0.10 0.20 0.111
Br 1.68398 5.63812 -4.47484 0.00 0.09 -0.08 0.045
C 0.94664 3.73283 -2.51659 0.25 -0.15 -0.03 0.228
Br -0.65515 4.58555 -2.40044 -0.17 0.11 0.01 0.144
C 1.13208 2.59741 -1.65396 0.03 0.16 -0.17 0.203
O 0.25557 2.21752 -0.83932 -0.07 0.03 0.10 0.379
C 2.38999 1.86167 -1.72658 0.07 0.12 -0.15 0.195
O 2.54098 0.86223 -0.98584 0.00 -0.08 0.00 0.343
C 3.40256 2.31771 -2.64124 -0.30 0.15 0.00 0.220
Br 4.94118 1.35668 -2.68907 0.22 -0.12 -0.01 0.152
N -2.11942 -3.97081 -2.42486 0.04 0.08 0.05 -0.004
C -1.45584 -2.97942 -1.80724 -0.10 -0.16 -0.10 -0.011
C -2.06226 -1.73413 -1.55539 0.00 0.04 0.00 0.010
C -1.34592 -0.75228 -0.92678 0.01 0.01 0.00 0.002
N -0.07310 -0.91932 -0.52894 -0.10 -0.15 -0.16 0.180
C 0.51677 -2.10390 -0.76472 0.01 0.03 -0.01 -0.001
C -0.12317 -3.14157 -1.38523 0.05 0.00 0.01 0.019
H -3.06512 -3.84828 -2.73980 -0.02 0.01 0.00 0.000
H -1.67930 -4.85325 -2.61568 0.01 -0.01 0.00 0.000
H -3.08298 -1.54266 -1.85768 0.01 0.00 0.00 0.002
H -1.79109 0.21500 -0.73201 0.00 0.01 0.02 0.004
H 1.54588 -2.20932 -0.44509 0.01 0.01 0.02 0.011
H 0.40363 -4.07133 -1.55155 -0.01 0.01 0.00 0.002
N -1.89693 -1.56786 4.70754 0.01 0.04 -0.03 0.003
C -1.35588 -0.50230 5.30836 -0.10 -0.19 -0.04 0.002
N -1.60667 -0.27830 6.59302 0.02 0.02 -0.04 0.005
N -0.56371 0.36365 4.69115 0.13 0.29 0.08 0.018
C -0.18596 0.33514 3.47666 0.04 -0.05 0.05 0.043
N 0.25892 0.42127 2.40140 -0.28 -0.10 -0.03 0.033
H -2.49748 -2.20975 5.19559 0.00 0.00 0.02 0.000
H -1.72433 -1.73413 3.73237 0.00 -0.03 0.00 0.000
H -2.19845 -0.87522 7.14362 0.00 -0.01 0.01 0.000
H -1.17996 0.52205 7.02888 0.00 0.01 0.01 0.000
```
Forces are in eV/Å.

Calculated values
- LUMO level (alpha / beta) (eV) = -5.6 / -9.2
- 2S+1 = 5
- total charge = +2
- electronic energy (eV) = -310312.04428
- orbital gap (alpha / beta) (eV) = 8.6 / 5.0
- expectation value of S² = 6.0218